Here is a 2-piece molecular cluster, Cl2O3S2 overall at a distorted geometry from the Open Molecules 2025 dataset. Energies are from ωB97M-V/def2-TZVPD.

Computed properties:
**Orbital gap (spin up / spin down)**: 6.37 / 7.98 eV
**M**: 183.04 g mol⁻¹
**Relative energy (zero: lowest compared OMol25 entry of this formula, charge and spin)**: 37.2 kcal/mol

Positions of all 7 atoms, in Å:
O: -2.397 0.362 1.145
O: 1.462 -0.796 1.431
O: 0.913 -1.980 -0.640
S: -1.804 0.334 -0.189
S: 0.873 -0.702 0.103
Cl: -1.261 2.172 -0.903
Cl: 2.214 0.611 -0.947

Here is Cl3Cu as an isolated structure at a distorted geometry from the Open Molecules 2025 dataset. Energies are from ωB97M-V/def2-TZVPD.

Computed properties:
**Orbital gap (spin up / spin down)**: 7.43 / 6.67 eV
**M**: 169.91 g mol⁻¹
**Net charge**: -1
**2S+1**: 2
**Relative energy (zero: lowest compared OMol25 entry of this formula, charge and spin)**: 0.0 kcal/mol

Positions of all 4 atoms, in Å:
Cu: 4.607 1.954 5.000
Cl: 2.617 2.358 3.763
Cl: 4.470 2.506 2.016
Cl: 3.091 2.206 6.527

Here is Cl3H5Si3 as an isolated structure at a distorted geometry from the Open Molecules 2025 dataset. Energies are from ωB97M-V/def2-TZVPD.

Computed properties:
**Orbital gap**: 9.95 eV
**M**: 195.66 g mol⁻¹
**Relative energy (zero: lowest compared OMol25 entry of this formula, charge and spin)**: 34.9 kcal/mol

Positions of all 11 atoms, in Å:
Si: 1.437 -1.039 0.876
Si: -0.419 -0.653 -0.523
Si: -1.068 1.555 -0.709
Cl: 0.041 -1.528 -2.326
Cl: -2.322 1.697 1.044
Cl: 0.411 2.967 -0.507
H: 1.232 -1.989 2.044
H: 2.511 -1.810 0.184
H: 2.075 -0.077 1.798
H: -2.054 -1.398 -0.283
H: -1.843 2.274 -1.598

Here is Cl3HgIO16S as an isolated structure at a distorted geometry from the Open Molecules 2025 dataset. Energies are from ωB97M-V/def2-TZVPD.

Computed properties:
**Orbital gap**: 4.23 eV
**M**: 721.90 g mol⁻¹
**Net charge**: -4

Positions of all 22 atoms, in Å:
Hg: -0.274 0.796 0.792
S: -1.229 -1.044 -2.023
O: -2.658 -1.439 -1.942
O: -0.826 -0.676 -0.679
O: -0.455 -2.285 -2.287
O: -1.055 0.023 -2.991
I: 0.295 1.313 3.688
Cl: 1.028 -3.251 1.520
O: 1.158 -3.965 2.846
O: 2.386 -2.693 1.357
O: 0.740 -3.991 0.271
O: 0.318 -1.965 1.696
Cl: 2.782 -0.370 -1.497
O: 1.910 0.006 -0.448
O: 2.997 0.534 -2.584
O: 4.056 -0.783 -0.878
O: 2.461 -1.647 -2.116
Cl: -2.645 4.272 1.068
O: -3.918 4.006 1.793
O: -2.775 4.400 -0.347
O: -2.407 5.663 1.439
O: -1.886 3.099 1.323

Here is Cl3MnO8S2 as an isolated structure at a distorted geometry from the Open Molecules 2025 dataset. Energies are from ωB97M-V/def2-TZVPD.

Computed properties:
**Orbital gap (spin up / spin down)**: 4.77 / 4.76 eV
**M**: 353.42 g mol⁻¹
**Net charge**: -5
**2S+1**: 6

Positions of all 14 atoms, in Å:
Mn: -1.044 -0.113 0.965
S: 2.423 -0.643 1.149
O: 0.971 -0.517 1.048
O: 3.145 0.084 0.084
O: 2.867 -0.119 2.464
O: 2.768 -2.057 1.068
S: -1.042 0.445 -2.531
O: -1.154 -1.014 -2.860
O: -1.282 0.571 -1.051
O: 0.225 1.036 -3.013
O: -2.090 1.256 -3.161
Cl: -0.984 2.344 1.894
Cl: -3.920 0.019 0.457
Cl: -0.882 -1.292 3.488

Here is a 2-piece molecular cluster, Cl3OPS overall from the Open Molecules 2025 dataset. Energies are from ωB97M-V/def2-TZVPD.

Computed properties:
**Orbital gap (spin up / spin down)**: 6.79 / 6.73 eV
**M**: 185.40 g mol⁻¹
**Relative energy (zero: lowest compared OMol25 entry of this formula, charge and spin)**: 56.2 kcal/mol

Positions of all 6 atoms, in Å:
O: -2.108 -0.836 1.076
P: -1.167 -0.155 0.191
S: 2.593 -0.876 0.484
Cl: -1.340 1.865 0.402
Cl: -1.637 -0.515 -1.756
Cl: 3.659 0.517 -0.397

Here is a 2-piece molecular cluster, Cl4N4 overall at a distorted geometry from the Open Molecules 2025 dataset. Energies are from ωB97M-V/def2-TZVPD.

Computed properties:
**Orbital gap**: 8.62 eV
**M**: 197.84 g mol⁻¹
**Relative energy (zero: lowest compared OMol25 entry of this formula, charge and spin)**: 12.2 kcal/mol

Positions of all 8 atoms, in Å:
N: -1.569 -1.716 -0.670
N: -1.721 -0.645 -0.361
N: 1.090 -0.316 0.534
N: 0.838 0.830 0.566
Cl: -1.371 0.786 -1.527
Cl: 2.494 -1.134 -0.015
Cl: -1.739 0.043 1.226
Cl: 1.978 2.151 0.247

Here is Cl5In as an isolated structure at a distorted geometry from the Open Molecules 2025 dataset. Energies are from ωB97M-V/def2-TZVPD.

Computed properties:
**Orbital gap**: 7.52 eV
**M**: 292.08 g mol⁻¹
**Net charge**: -2
**Relative energy (zero: lowest compared OMol25 entry of this formula, charge and spin)**: 8.2 kcal/mol

Positions of all 6 atoms, in Å:
In: -0.063 -0.197 -0.133
Cl: 2.164 1.048 0.360
Cl: -1.064 0.934 -1.893
Cl: -0.800 -1.575 1.694
Cl: 0.738 -1.988 -1.357
Cl: -0.977 1.780 1.330

Here is Cl5O20Pb as an isolated structure at a distorted geometry from the Open Molecules 2025 dataset. Energies are from ωB97M-V/def2-TZVPD.

Computed properties:
**Orbital gap (spin up / spin down)**: 6.85 / 2.73 eV
**M**: 704.45 g mol⁻¹
**Net charge**: -2
**2S+1**: 2

Positions of all 26 atoms, in Å:
Pb: -0.002 -0.168 0.308
Cl: 1.736 -0.221 -3.431
O: 1.049 0.132 -2.259
O: 1.886 0.929 -4.313
O: 2.966 -0.814 -3.052
O: 0.871 -1.217 -4.037
Cl: -2.432 -2.294 -2.130
O: -3.182 -3.200 -1.332
O: -2.075 -2.725 -3.438
O: -3.143 -1.055 -2.179
O: -1.332 -1.969 -1.285
Cl: 2.466 1.109 3.264
O: 1.344 0.451 2.698
O: 2.313 1.190 4.667
O: 3.656 0.306 3.042
O: 2.616 2.477 2.759
Cl: -2.196 -2.331 2.928
O: -1.998 -2.806 4.243
O: -0.917 -2.164 2.334
O: -2.979 -3.360 2.292
O: -2.855 -1.024 3.001
Cl: 0.437 3.777 -0.803
O: -0.065 2.480 -0.433
O: -0.631 4.751 -0.899
O: 1.413 4.191 0.165
O: 1.051 3.556 -2.107

Here is ClF2H as an isolated structure at a distorted geometry from the Open Molecules 2025 dataset. Energies are from ωB97M-V/def2-TZVPD.

Computed properties:
**Orbital gap**: 8.86 eV
**M**: 74.46 g mol⁻¹
**Relative energy (zero: lowest compared OMol25 entry of this formula, charge and spin)**: 58.9 kcal/mol

Positions of all 4 atoms, in Å:
H: 0.101 1.129 -0.434
F: -0.173 -1.834 0.825
F: 0.252 1.938 -1.107
Cl: -0.048 -0.122 0.175

Here is an isolated molecule of ClF2HSi at a distorted geometry from the Open Molecules 2025 dataset. Energies are from ωB97M-V/def2-TZVPD.

Computed properties:
**Orbital gap**: 12.84 eV
**M**: 102.54 g mol⁻¹
**Relative energy (zero: lowest compared OMol25 entry of this formula, charge and spin)**: 7.4 kcal/mol

Positions of all 5 atoms, in Å:
F: -0.301 1.066 -1.081
Si: 0.209 -0.055 0.054
F: -0.129 0.709 1.433
Cl: -1.276 -1.338 0.199
H: 1.496 -0.382 -0.605

Here is a 2-piece molecular cluster, ClFH2 overall at a distorted geometry from the Open Molecules 2025 dataset. Energies are from ωB97M-V/def2-TZVPD.

Computed properties:
**Orbital gap**: 11.94 eV
**M**: 56.47 g mol⁻¹
**Relative energy (zero: lowest compared OMol25 entry of this formula, charge and spin)**: 21.1 kcal/mol

Positions of all 4 atoms, in Å:
Cl: -1.693 0.001 -0.005
H: -0.447 -0.652 0.007
F: 0.985 -0.078 -0.006
H: 1.154 0.730 0.004

Here is ClFeH8O4 as an isolated structure at a distorted geometry from the Open Molecules 2025 dataset. Energies are from ωB97M-V/def2-TZVPD.

Computed properties:
**Orbital gap (spin up / spin down)**: 4.78 / 1.98 eV
**M**: 163.36 g mol⁻¹
**Net charge**: +2
**2S+1**: 6
**Relative energy (zero: lowest compared OMol25 entry of this formula, charge and spin)**: 3.2 kcal/mol

Positions of all 14 atoms, in Å:
Fe: -3.142 0.794 0.184
Cl: -0.789 0.131 0.234
O: -0.613 -2.978 -0.004
H: -0.800 -2.053 -0.163
H: -0.693 -3.391 -0.864
O: 1.523 -0.570 2.365
H: 1.734 -1.377 1.896
H: 1.094 -0.018 1.711
O: 0.594 -0.189 -2.586
H: 0.299 0.178 -1.753
H: 0.050 -0.967 -2.712
O: 0.437 3.569 0.234
H: 0.237 4.149 0.969
H: 0.069 2.723 0.489

Here is ClH10MgO5 as an isolated structure at a distorted geometry from the Open Molecules 2025 dataset. Energies are from ωB97M-V/def2-TZVPD.

Computed properties:
**Orbital gap**: 7.96 eV
**M**: 149.83 g mol⁻¹
**Net charge**: +1
**Relative energy (zero: lowest compared OMol25 entry of this formula, charge and spin)**: 69.2 kcal/mol

Positions of all 17 atoms, in Å:
Mg: 19.261 -14.087 -8.897
Cl: 17.428 -15.129 -7.990
O: 18.377 -12.400 -9.401
H: 17.410 -12.456 -9.242
H: 18.582 -11.496 -9.692
O: 15.836 -18.072 -7.020
H: 16.162 -17.322 -7.528
H: 14.941 -18.235 -7.341
O: 15.574 -13.763 -5.454
H: 16.084 -13.217 -4.845
H: 16.206 -14.145 -6.077
O: 20.492 -15.567 -8.780
H: 20.124 -16.376 -8.362
H: 21.403 -15.765 -9.062
O: 15.203 -14.831 -10.680
H: 14.440 -14.288 -10.446
H: 15.763 -14.859 -9.896

Here is a 7-piece molecular cluster, ClH12O6 overall from the Open Molecules 2025 dataset. Energies are from ωB97M-V/def2-TZVPD.

Computed properties:
**Orbital gap**: 10.16 eV
**M**: 143.54 g mol⁻¹
**Net charge**: -1
**Relative energy (zero: lowest compared OMol25 entry of this formula, charge and spin)**: 3.6 kcal/mol

Positions of all 19 atoms, in Å:
Cl: 28.856 28.707 -4.637
O: 31.134 29.919 -6.604
H: 30.486 29.831 -5.873
H: 30.838 29.268 -7.247
O: 29.818 25.990 -6.154
H: 28.934 26.050 -6.527
H: 29.965 26.879 -5.777
O: 26.504 30.666 -5.840
H: 27.206 31.103 -6.331
H: 26.951 29.894 -5.443
O: 30.464 29.129 -1.754
H: 29.879 28.423 -1.467
H: 30.375 29.122 -2.722
O: 26.536 26.971 -3.025
H: 26.810 27.143 -2.119
H: 27.231 27.391 -3.569
O: 27.514 30.501 -1.827
H: 28.039 30.208 -2.591
H: 27.926 31.328 -1.560

Here is a 9-piece molecular cluster, ClH16O12 overall at a distorted geometry from the Open Molecules 2025 dataset. Energies are from ωB97M-V/def2-TZVPD.

Computed properties:
**Orbital gap**: 10.01 eV
**M**: 243.57 g mol⁻¹
**Net charge**: -1
**Relative energy (zero: lowest compared OMol25 entry of this formula, charge and spin)**: 35.9 kcal/mol

Positions of all 29 atoms, in Å:
Cl: -25.592 -5.861 -18.649
O: -26.471 -4.691 -18.302
O: -25.963 -6.364 -20.013
O: -24.165 -5.372 -18.650
O: -25.812 -6.979 -17.671
O: -25.077 -2.289 -18.725
H: -25.596 -1.636 -19.117
H: -25.584 -2.814 -18.075
O: -23.648 -4.005 -16.461
H: -23.849 -4.591 -15.752
H: -23.884 -4.413 -17.268
O: -21.661 -6.498 -18.794
H: -22.599 -6.281 -18.745
H: -21.338 -5.692 -19.236
O: -26.565 -2.673 -16.213
H: -26.850 -3.461 -16.654
H: -27.160 -1.967 -16.408
O: -24.040 -8.673 -18.596
H: -24.514 -8.078 -18.007
H: -24.467 -8.639 -19.427
O: -24.706 -3.823 -21.258
H: -24.969 -3.414 -20.434
H: -25.075 -4.724 -21.178
O: -23.566 -7.557 -15.910
H: -24.191 -8.215 -15.540
H: -22.910 -8.199 -16.214
O: -26.675 -5.518 -15.606
H: -26.903 -6.131 -14.888
H: -26.561 -6.018 -16.412

Here is a 10-piece molecular cluster, ClH18O9 overall from the Open Molecules 2025 dataset. Energies are from ωB97M-V/def2-TZVPD.

Computed properties:
**Orbital gap**: 9.80 eV
**M**: 197.59 g mol⁻¹
**Net charge**: -1
**Relative energy (zero: lowest compared OMol25 entry of this formula, charge and spin)**: 13.6 kcal/mol

Positions of all 28 atoms, in Å:
Cl: 6.920 -1.320 -11.966
O: 6.242 -2.514 -8.889
H: 6.563 -1.951 -9.609
H: 6.976 -2.528 -8.270
O: 9.184 -2.457 -9.543
H: 9.348 -3.402 -9.594
H: 9.121 -2.173 -10.465
O: 8.734 1.172 -10.409
H: 8.111 1.790 -10.016
H: 8.176 0.510 -10.845
O: 6.641 -3.102 -15.036
H: 6.575 -2.340 -14.443
H: 6.425 -2.738 -15.898
O: 7.672 -4.457 -12.631
H: 7.740 -4.812 -11.740
H: 7.562 -3.500 -12.496
O: 4.285 -3.042 -11.204
H: 3.643 -2.997 -11.918
H: 5.012 -2.467 -11.500
O: 10.480 -0.807 -11.988
H: 9.531 -0.799 -12.164
H: 10.568 -0.326 -11.158
O: 5.780 1.756 -12.526
H: 6.542 2.178 -12.935
H: 6.155 1.003 -12.040
O: 5.530 -0.346 -14.766
H: 6.062 0.104 -14.099
H: 5.231 0.351 -15.356

Here is a 13-piece molecular cluster, ClH24O16 overall at a distorted geometry from the Open Molecules 2025 dataset. Energies are from ωB97M-V/def2-TZVPD.

Computed properties:
**Orbital gap**: 9.26 eV
**M**: 315.63 g mol⁻¹
**Net charge**: -1
**Relative energy (zero: lowest compared OMol25 entry of this formula, charge and spin)**: 49.5 kcal/mol

Positions of all 41 atoms, in Å:
Cl: 0.434 0.131 -1.116
O: 0.169 0.742 0.243
O: -0.592 -0.964 -1.320
O: 0.340 1.196 -2.171
O: 1.797 -0.541 -1.122
O: 2.113 -3.370 -1.139
H: 1.761 -4.270 -1.064
H: 1.449 -2.928 -1.626
O: -3.275 -3.086 -2.088
H: -2.432 -3.514 -1.940
H: -3.299 -2.151 -1.812
O: -1.877 -2.014 0.586
H: -1.266 -2.727 0.816
H: -1.365 -1.559 -0.100
O: -3.692 -0.091 -1.569
H: -3.181 0.236 -2.310
H: -3.112 0.122 -0.889
O: 2.068 0.887 2.211
H: 1.305 0.926 2.778
H: 1.920 1.093 1.273
O: -2.484 0.792 0.836
H: -1.618 0.582 0.517
H: -2.705 -0.058 1.243
O: 2.421 2.374 -0.138
H: 2.654 3.263 0.150
H: 2.682 2.254 -1.058
O: -0.526 -0.821 2.909
H: -1.394 -1.054 3.138
H: -0.599 -0.881 1.970
O: 1.883 -1.767 1.233
H: 1.979 -1.455 0.287
H: 1.558 -1.032 1.784
O: -0.220 3.234 1.104
H: 0.359 3.685 0.462
H: 0.082 2.335 0.929
O: 4.347 -0.016 0.218
H: 4.517 0.885 0.183
H: 3.506 -0.084 -0.171
O: -2.160 3.005 -1.247
H: -1.246 2.870 -1.199
H: -2.283 3.774 -0.793

Here is a 15-piece molecular cluster, ClH28O18 overall at a distorted geometry from the Open Molecules 2025 dataset. Energies are from ωB97M-V/def2-TZVPD.

Computed properties:
**Orbital gap**: 9.32 eV
**M**: 351.66 g mol⁻¹
**Net charge**: -1
**Relative energy (zero: lowest compared OMol25 entry of this formula, charge and spin)**: 4.6 kcal/mol

Positions of all 47 atoms, in Å:
Cl: -0.216 1.129 -0.369
O: 0.165 2.440 0.320
O: 0.503 0.944 -1.688
O: 0.137 -0.068 0.510
O: -1.710 1.141 -0.596
O: -2.246 -1.626 0.435
H: -1.487 -1.241 -0.012
H: -2.273 -1.084 1.240
O: -0.249 1.749 2.860
H: -0.072 2.084 1.968
H: 0.567 1.510 3.234
O: 3.032 0.439 -1.752
H: 3.637 1.140 -1.740
H: 2.168 0.810 -1.963
O: 1.584 -1.466 -3.386
H: 1.600 -1.327 -4.336
H: 2.278 -0.913 -3.029
O: 0.570 -1.370 2.586
H: 0.740 -0.714 1.890
H: 0.082 -2.036 2.120
O: 2.773 -0.814 0.652
H: 2.845 -0.302 -0.115
H: 3.625 -0.891 1.029
O: -2.066 -0.148 2.685
H: -1.249 0.343 2.626
H: -2.477 -0.007 3.575
O: -4.236 1.104 0.498
H: -4.470 1.682 1.219
H: -3.300 1.164 0.428
O: -2.075 0.219 -3.532
H: -1.586 0.515 -2.783
H: -2.780 -0.201 -3.030
O: 1.235 -2.936 -0.253
H: 0.659 -2.576 -0.948
H: 1.725 -2.181 0.013
O: -3.933 -0.653 -1.789
H: -3.566 0.056 -1.202
H: -3.825 -1.429 -1.213
O: -0.617 -1.979 -1.927
H: -1.488 -2.114 -2.326
H: -0.103 -1.548 -2.611
O: 2.556 0.982 2.896
H: 2.828 0.267 3.439
H: 2.482 0.594 2.037
O: 2.989 2.845 0.640
H: 2.152 3.065 0.279
H: 3.089 3.401 1.422

Here is a 2-piece molecular cluster, ClH2NO overall at a distorted geometry from the Open Molecules 2025 dataset. Energies are from ωB97M-V/def2-TZVPD.

Computed properties:
**Orbital gap**: 9.10 eV
**M**: 67.47 g mol⁻¹
**Relative energy (zero: lowest compared OMol25 entry of this formula, charge and spin)**: 5.4 kcal/mol

Positions of all 5 atoms, in Å:
N: 1.765 -0.285 0.446
O: 0.621 -0.407 0.047
H: 2.526 -0.118 -0.270
Cl: -2.863 0.645 -0.631
H: -2.049 0.164 0.407